Computed, not measured: a cluster of 3 separate species, C4H11NO2 in total, with wB97M-V/def2-TZVPD.

F_max: 1.9 eV/Å
E_HOMO: -7.325 eV
ΔE to the lowest compared entry with this formula, charge and spin: 119.4 kcal/mol
LUMO energy: 0.30 eV
Orbital gap: 7.63 eV
SMILES: C=C/C=C\N.O.O
2S+1: 1

Structure (XYZ):
```
18
C4H11NO2 (wB97M-V/def2-TZVPD)
C 1.370 2.061 -0.776
C 0.282 1.287 -0.722
C -1.145 1.701 -0.850
C -2.052 1.383 0.143
N -1.830 2.091 1.310
H 2.295 1.639 -0.391
H 1.416 3.018 -1.282
H 0.372 0.215 -0.921
H -1.495 1.843 -1.873
H -2.615 0.459 0.265
H -2.183 1.666 2.157
H -1.984 3.075 1.170
O 0.465 -3.474 2.253
H 0.817 -3.855 3.062
H 1.060 -2.757 2.015
O 2.065 -3.405 -2.080
H 1.537 -4.201 -1.946
H 1.624 -2.746 -1.534
```

***

Computed, not measured: an isolated molecule of C4H11NO2, with wB97M-V/def2-TZVPD.

F_max: 3.9 eV/Å
E_HOMO: -7.870 eV
ΔE to the lowest compared entry with this formula, charge and spin: 93.6 kcal/mol
LUMO energy: 0.92 eV
Orbital gap: 8.79 eV
SMILES: CCOCN(C)O
2S+1: 1

Structure (XYZ):
```
18
C4H11NO2 (wB97M-V/def2-TZVPD)
C -2.452 -0.219 0.308
C -1.230 0.671 0.421
O -0.147 -0.079 1.344
C 0.572 -0.951 0.542
N 1.576 -0.171 -0.146
C 1.475 0.441 -1.442
O 2.470 0.535 0.702
H -3.300 0.359 -0.060
H -2.265 -1.066 -0.350
H -2.718 -0.598 1.292
H -0.981 1.087 -0.558
H -1.409 1.506 1.096
H 1.114 -1.664 1.180
H -0.010 -1.484 -0.225
H 0.798 -0.141 -2.066
H 2.472 0.472 -1.884
H 1.094 1.461 -1.343
H 2.943 -0.159 1.191
```

***

Computed, not measured: an isolated molecule of C4H11NO2, with wB97M-V/def2-TZVPD.

F_max: 1.2 eV/Å
E_HOMO: -9.634 eV
ΔE to the lowest compared entry with this formula, charge and spin: 32.5 kcal/mol
LUMO energy: 0.68 eV
Orbital gap: 10.31 eV
SMILES: N[C@H](CO)CCO
2S+1: 1

Structure (XYZ):
```
18
C4H11NO2 (wB97M-V/def2-TZVPD)
N 1.427 -0.021 0.301
C 0.179 -0.516 -0.269
C 0.186 -0.476 -1.796
O 0.635 0.775 -2.303
C -0.996 0.284 0.270
C -1.203 0.316 1.799
O -0.130 -0.261 2.539
H 1.541 0.978 0.270
H 2.282 -0.442 -0.036
H 0.080 -1.543 0.043
H -0.801 -0.584 -2.209
H 0.788 -1.304 -2.179
H 1.584 0.837 -2.153
H -1.896 -0.121 -0.198
H -0.992 1.288 -0.176
H -2.103 -0.255 2.032
H -1.243 1.366 2.081
H 0.662 -0.322 1.983
```

***

Computed, not measured: a cluster of 2 separate species, C4H11NO2 in total, with wB97M-V/def2-TZVPD.

F_max: 2.4 eV/Å
E_HOMO: -9.072 eV
ΔE to the lowest compared entry with this formula, charge and spin: 20.2 kcal/mol
LUMO energy: 0.71 eV
Orbital gap: 9.78 eV
SMILES: CC(=O)O.CCN
2S+1: 1

Structure (XYZ):
```
18
C4H11NO2 (wB97M-V/def2-TZVPD)
C 0.171 -0.402 2.210
C 0.291 -1.529 1.263
O 1.213 -2.313 1.230
O -0.864 -1.963 0.682
H -0.580 0.353 1.966
H 1.093 0.063 2.528
H -0.378 -0.858 3.023
H -0.574 -2.824 0.332
C -1.089 0.701 -0.999
C 0.254 0.578 -1.677
N 0.976 1.864 -1.611
H -1.715 1.447 -1.483
H -0.968 0.960 0.048
H -1.614 -0.241 -1.022
H 0.914 -0.173 -1.231
H 0.085 0.298 -2.711
H 0.835 2.251 -0.691
H 1.951 1.785 -1.854
```

***

Computed, not measured: a cluster of 2 separate species, C4H11NO2 in total, with wB97M-V/def2-TZVPD.

F_max: 1.5 eV/Å
E_HOMO: -10.012 eV
ΔE to the lowest compared entry with this formula, charge and spin: 15.8 kcal/mol
LUMO energy: 0.78 eV
Orbital gap: 10.79 eV
SMILES: CC(N)=O.CCO
2S+1: 1

Structure (XYZ):
```
18
C4H11NO2 (wB97M-V/def2-TZVPD)
C -0.989 -0.968 -2.262
C -0.730 -1.437 -0.838
N 0.441 -2.160 -0.730
O -1.507 -1.271 0.079
H -1.743 -0.200 -2.326
H -1.364 -1.818 -2.830
H -0.088 -0.535 -2.708
H 0.637 -2.553 0.194
H 0.748 -2.768 -1.466
C 1.244 0.869 1.671
C 0.061 1.606 1.115
O 0.198 3.015 1.447
H 2.180 1.340 1.402
H 1.223 -0.164 1.305
H 1.224 0.853 2.759
H 0.048 1.519 0.022
H -0.916 1.303 1.476
H -0.665 3.371 1.690
```

***

Computed, not measured: a cluster of 2 separate species, C4H11NO2 in total, with wB97M-V/def2-TZVPD.

F_max: 1.8 eV/Å
E_HOMO: -9.857 eV
ΔE to the lowest compared entry with this formula, charge and spin: 18.9 kcal/mol
LUMO energy: 0.71 eV
Orbital gap: 10.57 eV
SMILES: CC(C)NC=O.O
2S+1: 1

Structure (XYZ):
```
18
C4H11NO2 (wB97M-V/def2-TZVPD)
C -0.879 -0.981 -0.826
C 0.331 -0.083 -1.074
C 1.341 -0.191 0.038
N -0.165 1.323 -1.268
C -0.897 1.985 -0.341
O -1.046 1.575 0.793
H -1.243 -0.990 0.205
H -0.692 -2.042 -0.985
H -1.722 -0.659 -1.436
H 0.721 -0.196 -2.086
H 2.334 0.190 -0.227
H 1.087 0.503 0.838
H 1.473 -1.218 0.375
H -0.003 1.764 -2.160
H -1.384 2.922 -0.643
O 0.345 -1.224 3.302
H -0.340 -1.788 3.004
H 0.740 -0.888 2.492
```

***

Computed, not measured: a cluster of 2 separate species, C4H11NO2 in total, with wB97M-V/def2-TZVPD.

F_max: 3.3 eV/Å
E_HOMO: -9.986 eV
ΔE to the lowest compared entry with this formula, charge and spin: 45.6 kcal/mol
LUMO energy: 0.70 eV
Orbital gap: 10.68 eV
SMILES: CC(C)NC=O.O
2S+1: 1

Structure (XYZ):
```
18
C4H11NO2 (wB97M-V/def2-TZVPD)
C -1.628 0.525 0.086
C -0.783 -0.760 0.133
C -0.741 -1.077 1.686
N 0.593 -0.790 -0.325
C 1.076 -0.378 -1.577
O 0.619 0.567 -2.178
H -1.157 1.393 0.534
H -2.467 0.375 0.848
H -2.213 0.692 -0.844
H -1.373 -1.463 -0.519
H 0.130 -1.747 1.918
H -0.436 -0.176 2.143
H -1.704 -1.486 2.152
H 1.206 -1.224 0.326
H 1.858 -0.924 -2.242
O 2.600 2.438 -0.940
H 2.217 2.472 0.011
H 2.201 1.563 -1.213
```

***

Computed, not measured: a cluster of 2 separate species, C4H11NO2 in total, with wB97M-V/def2-TZVPD.

F_max: 1.4 eV/Å
E_HOMO: -9.296 eV
ΔE to the lowest compared entry with this formula, charge and spin: 10.0 kcal/mol
LUMO energy: 0.46 eV
Orbital gap: 9.76 eV
SMILES: CCC(=O)NC.O
2S+1: 1

Structure (XYZ):
```
18
C4H11NO2 (wB97M-V/def2-TZVPD)
C -1.882 0.371 -0.094
C -1.341 -0.908 -0.687
C 0.106 -0.842 -1.193
O 0.459 -1.593 -2.087
N 0.953 0.009 -0.563
C 2.384 -0.002 -0.875
H -2.836 0.265 0.419
H -2.041 1.087 -0.906
H -1.166 0.848 0.572
H -1.279 -1.724 0.041
H -1.888 -1.245 -1.560
H 0.751 0.228 0.405
H 2.567 0.355 -1.886
H 2.894 0.526 -0.078
H 2.714 -1.045 -0.888
O -0.019 1.175 2.775
H 0.360 1.765 3.415
H -0.735 0.729 3.190
```

***

Computed, not measured: a cluster of 2 separate species, C4H11NO2 in total, with wB97M-V/def2-TZVPD.

F_max: 5.4 eV/Å
E_HOMO: -9.630 eV
ΔE to the lowest compared entry with this formula, charge and spin: 49.7 kcal/mol
LUMO energy: 0.40 eV
Orbital gap: 10.03 eV
SMILES: CCCC(N)=O.O
2S+1: 1

Structure (XYZ):
```
18
C4H11NO2 (wB97M-V/def2-TZVPD)
C 1.845 -1.136 -0.369
C 0.583 -0.441 0.037
C 0.498 0.120 1.502
C -1.018 -0.019 1.863
N -1.830 0.638 0.803
O -1.545 -0.707 2.668
H 2.717 -0.391 -0.669
H 2.093 -1.763 0.613
H 1.649 -1.795 -1.185
H -0.144 -1.295 0.148
H 0.089 0.138 -0.867
H 0.893 1.227 1.481
H 0.902 -0.660 2.247
H -1.520 0.752 -0.254
H -2.793 0.230 0.904
O -0.576 1.636 -2.616
H -0.316 1.794 -3.499
H -1.530 1.670 -2.805
```

***

Computed, not measured: a cluster of 2 separate species, C4H11NO2 in total, with wB97M-V/def2-TZVPD.

F_max: 1.8 eV/Å
E_HOMO (spin up / spin down): -14.123 / -14.121 eV
ΔE to the lowest compared entry with this formula, charge and spin: 21.9 kcal/mol
LUMO energy (spin up / spin down): -4.10 / -8.60 eV
Total charge: +1
Orbital gap (spin up / spin down): 10.02 / 5.52 eV
2S+1: 2

Structure (XYZ):
```
18
C4H11NO2 (wB97M-V/def2-TZVPD)
C 0.748 -0.023 0.531
N -0.640 0.345 0.238
C -1.046 1.737 0.364
C -2.325 1.962 1.167
C -1.535 -0.671 -0.156
O 1.078 -1.153 0.600
H 1.328 0.880 0.768
H -0.222 2.235 0.874
H -1.112 2.086 -0.676
H -3.189 1.414 0.804
H -2.463 2.999 1.253
H -2.125 1.633 2.186
H -1.178 -1.682 -0.320
H -1.945 -0.509 -1.175
H -2.412 -0.587 0.492
H 4.007 -1.920 -1.551
H 2.681 -1.368 -1.871
O 3.353 -1.938 -2.267
```

***

Computed, not measured: a structure of composition C4H11NO2S, with wB97M-V/def2-TZVPD.

F_max: 6.1 eV/Å
E_HOMO: 0.346 eV
ΔE to the lowest compared entry with this formula, charge and spin: 67.8 kcal/mol
LUMO energy: 6.04 eV
Total charge: -2
Orbital gap: 5.69 eV
2S+1: 1

Structure (XYZ):
```
19
C4H11NO2S (wB97M-V/def2-TZVPD)
C 1.608 -0.988 -0.846
N 0.850 -0.758 0.404
C -0.402 0.070 0.379
C -0.440 1.337 1.303
S 0.649 1.492 2.735
C -0.760 0.509 -1.162
O -1.723 -0.474 -1.528
H 2.596 -0.479 -0.861
H 1.211 -0.718 -1.772
H 1.678 -2.022 -0.970
H 1.459 -0.334 0.937
H -1.328 -0.569 0.669
H -1.563 1.398 1.796
H -0.473 2.114 0.532
H -0.032 0.632 -1.919
H -1.336 1.393 -1.080
H -0.041 -2.557 -2.248
H -1.128 -1.472 -2.442
O -0.453 -2.216 -3.132
```

***

Computed, not measured: a cluster of 2 separate species, C4H11NO2S in total, with wB97M-V/def2-TZVPD.

F_max: 2.5 eV/Å
E_HOMO: -0.022 eV
ΔE to the lowest compared entry with this formula, charge and spin: 23.2 kcal/mol
LUMO energy: 5.96 eV
Total charge: -2
Orbital gap: 5.99 eV
2S+1: 1

Structure (XYZ):
```
19
C4H11NO2S (wB97M-V/def2-TZVPD)
C -0.269 0.325 1.354
N -1.378 0.764 0.524
C -2.059 1.995 1.206
O -1.296 3.065 1.044
C 0.678 -0.843 0.740
C 1.613 -0.457 -0.463
S 2.410 -1.965 -1.251
H -0.781 -0.042 2.287
H 0.524 1.084 1.632
H -1.050 1.092 -0.385
H -2.219 1.642 2.257
H -3.014 2.123 0.683
H -0.085 -1.581 0.362
H 1.393 -1.266 1.446
H 2.422 0.207 -0.173
H 1.083 0.164 -1.174
H -2.019 -0.336 -0.891
H -0.721 -0.960 -1.680
O -1.732 -0.833 -1.673
```